Entry 1:
18
Properties=species:S:1:pos:R:3:forces:R:3 method="wB97M-V/def2-TZVPD" charge=+1 homo_ev=-14.97 gap_ev=11.968 smiles="CC[NH2+]CC(N)=O"
O 1.759 -0.371 -1.035 -0.04 -0.11 0.38
C 0.959 -1.183 -0.579 0.64 0.60 -2.07
N 1.171 -2.494 -0.608 -1.32 -0.24 0.89
C -0.351 -0.596 -0.047 0.44 1.34 1.97
N -0.198 0.925 -0.149 1.71 -1.40 -0.67
C -0.633 1.735 1.007 -1.43 0.31 0.66
C -2.187 1.735 1.182 1.47 -0.86 -1.96
H 0.570 -3.114 -0.101 -0.31 -0.20 0.02
H 1.950 -2.929 -1.046 0.78 0.24 -0.30
H -0.248 -0.758 1.034 -0.71 -0.26 -0.03
H -1.345 -0.833 -0.403 0.20 -0.72 -0.27
H 0.841 0.969 -0.267 -0.05 0.15 -0.04
H -0.484 1.191 -1.096 -0.62 0.51 0.42
H -0.122 1.371 1.897 0.10 -0.29 -0.14
H -0.291 2.759 0.887 0.15 -0.04 -0.42
H -2.551 0.960 1.842 -0.07 0.61 0.89
H -2.462 2.776 1.262 -0.76 -0.17 0.71
H -2.574 1.355 0.224 -0.18 0.55 -0.03


Entry 2:
18
Properties=species:S:1:pos:R:3:forces:R:3 method="wB97M-V/def2-TZVPD" charge=+1 homo_ev=-13.26 gap_ev=9.533
O -1.096 -2.816 0.110 0.01 -0.07 0.29
C -1.100 -2.030 -0.788 0.07 0.23 -0.42
C -0.362 -2.191 -2.086 0.10 0.10 0.21
H -1.685 -1.080 -0.707 -0.06 -0.02 0.06
H 0.204 -3.109 -2.093 0.00 -0.37 -0.05
H 0.359 -1.376 -2.208 -0.11 0.16 -0.05
H -1.064 -2.149 -2.918 0.00 0.00 -0.09
C -0.056 1.066 1.567 0.07 0.22 0.18
C 0.886 1.671 0.835 0.15 0.07 0.05
N 0.822 1.593 -0.633 -0.12 0.15 -0.22
N -0.147 1.125 2.919 0.22 -0.32 -0.30
H -0.844 0.530 1.055 -0.19 -0.13 0.09
H 1.711 2.260 1.207 -0.04 -0.06 -0.03
H 1.638 1.135 -1.043 0.10 -0.05 0.04
H 0.001 1.070 -0.943 -0.06 -0.10 0.06
H 0.747 2.517 -1.071 0.04 0.02 0.08
H 0.698 1.355 3.418 -0.10 0.14 0.13
H -0.712 0.431 3.380 -0.09 0.04 -0.04


Entry 3:
18
Properties=species:S:1:pos:R:3:forces:R:3 method="wB97M-V/def2-TZVPD" charge=+1 homo_ev=-14.14 gap_ev=10.675
C -0.731 0.827 -0.821 0.54 -0.57 -2.49
C 1.643 0.483 0.914 -4.34 -0.79 -0.80
C 2.593 -0.490 1.483 -1.30 2.72 -0.32
C -2.496 -0.898 -0.956 -0.96 -1.02 -6.83
N 0.703 0.015 0.127 -1.37 2.12 -0.98
N -1.563 0.081 -1.615 1.32 -1.91 1.29
O 1.498 1.721 1.374 2.41 -0.70 0.41
H -1.317 1.215 -0.093 -1.02 1.20 2.87
H -0.239 1.559 -1.430 0.87 0.23 0.15
H 2.819 -1.143 0.736 1.64 -1.75 -1.75
H 2.061 -0.987 2.208 -1.56 -1.38 1.70
H 3.265 0.050 2.036 2.73 0.86 0.77
H -2.230 -1.987 -1.271 -0.27 1.89 1.19
H -2.585 -0.661 0.009 -0.27 0.36 3.86
H -3.496 -0.689 -1.503 1.35 -0.56 1.22
H 0.591 -0.912 -0.225 1.06 -0.86 0.34
H -1.154 -0.307 -2.458 -0.09 0.37 -0.09
H 0.639 2.121 1.484 -0.75 -0.23 -0.55


Entry 4:
18
Properties=species:S:1:pos:R:3:forces:R:3 method="wB97M-V/def2-TZVPD" charge=+1 homo_ev=-14.31 gap_ev=11.046
C -0.180 2.433 2.724 0.75 0.60 1.10
C -1.987 -0.658 -0.625 0.42 0.46 2.78
C 2.095 -0.992 -1.692 -2.48 -0.43 0.48
C 0.332 -0.454 0.028 2.87 -0.99 -5.68
N -0.911 -0.402 0.334 0.99 -1.23 -2.82
N 0.670 -0.832 -1.289 2.13 1.73 4.72
O -0.102 1.325 2.222 -0.05 1.66 0.72
H 0.576 2.870 3.497 -0.71 -1.17 -1.18
H -2.082 -0.293 -1.591 0.89 1.80 -1.62
H -2.094 -1.661 -0.730 -0.07 -3.28 -0.17
H -2.792 -0.386 -0.036 -2.20 0.70 0.53
H 2.278 -0.661 -2.678 0.05 0.48 -0.95
H 2.616 -0.459 -0.979 1.52 1.28 1.13
H 2.331 -2.005 -1.570 0.62 -1.53 -0.15
H 1.180 -0.057 0.645 -1.26 -0.61 -0.30
H -0.984 3.195 2.553 0.10 -0.88 -0.42
H -0.927 0.225 1.046 -1.75 2.29 3.23
H -0.017 -1.188 -1.859 -1.81 -0.89 -1.42


Entry 5:
18
Properties=species:S:1:pos:R:3:forces:R:3 method="wB97M-V/def2-TZVPD" charge=+1 homo_ev=-12.67 gap_ev=8.675 smiles=CN(C)[C@@H]1O[C@H]1[NH3+]
C -0.120 -0.662 -0.127 -0.88 1.29 0.98
C 0.400 -0.750 1.271 -1.77 1.30 -0.49
C -0.740 1.770 0.118 -1.48 -0.40 -1.57
C -0.908 0.655 -2.065 -0.02 -1.60 0.56
N -0.901 0.431 -0.580 0.69 1.15 -0.99
N 1.612 -1.560 1.413 -0.19 -3.60 2.37
O -0.817 -1.374 0.917 1.74 -1.10 0.90
H 0.448 -1.360 -0.763 -0.74 0.68 -0.64
H 0.356 0.003 2.058 -0.05 0.00 -0.39
H -1.533 2.511 -0.396 2.03 -1.69 1.51
H -0.908 1.670 1.189 -0.31 0.13 -0.09
H 0.287 2.064 -0.053 0.22 0.80 -0.03
H -1.522 -0.176 -2.492 1.04 0.41 -0.06
H -1.504 1.526 -2.292 0.22 0.38 0.12
H 0.139 0.741 -2.467 -1.09 -0.07 0.01
H 1.490 -2.409 0.835 -0.07 0.10 0.25
H 1.825 -1.972 2.433 -0.43 1.44 -2.54
H 2.397 -1.107 1.000 1.12 0.79 0.09


Entry 6:
18
Properties=species:S:1:pos:R:3:forces:R:3 method="wB97M-V/def2-TZVPD" charge=+1 homo_ev=-13.55 gap_ev=10.019 smiles="N[C@@H](C=O)CC[NH3+]"
O -2.323 -1.330 -1.601 0.22 -0.15 0.06
C -2.207 -0.511 -0.735 -0.46 -0.51 -0.42
C -0.913 -0.359 0.044 0.58 1.10 0.01
C 0.208 -0.183 -1.008 0.15 -0.60 0.22
C 1.494 0.388 -0.435 -0.21 0.45 0.74
N 1.766 -0.134 0.962 -0.06 -0.37 0.04
N -0.861 0.768 1.005 -1.24 0.02 -0.11
H -3.054 0.170 -0.552 0.11 0.32 0.44
H -0.701 -1.255 0.621 -0.27 -0.35 -0.05
H 0.375 -1.175 -1.425 0.02 0.11 -0.31
H -0.113 0.483 -1.811 0.02 -0.10 -0.02
H 2.381 0.218 -1.030 0.01 -0.09 -0.19
H 1.371 1.455 -0.256 0.13 0.02 -0.21
H 0.919 0.073 1.523 -0.01 0.40 -0.10
H 1.930 -1.140 1.015 0.12 -0.05 -0.22
H 2.566 0.334 1.384 0.05 0.03 0.01
H -1.279 1.597 0.569 0.59 0.01 -0.12
H -1.560 0.602 1.729 0.26 -0.24 0.23


Entry 7:
18
Properties=species:S:1:pos:R:3:forces:R:3 method="wB97M-V/def2-TZVPD" charge=+1 homo_ev="-9.75 / -14.92" multiplicity=3 gap_ev="5.530 / 9.005" s_squared=2.008
C -0.231 0.773 -0.118 -3.77 -1.52 -1.89
C -1.530 -2.006 -0.150 -2.33 -0.25 0.95
C 0.864 2.922 0.492 -3.35 -0.95 -1.13
C -0.131 -1.670 -0.274 2.19 2.21 0.66
N 0.566 1.501 0.488 3.83 1.07 2.67
N 0.619 -1.818 -1.367 0.71 -1.12 -1.45
O 1.130 0.940 1.623 -0.73 -1.65 1.81
H -0.698 0.994 -1.047 -0.53 -0.20 -0.52
H -2.042 -1.780 0.857 1.17 0.61 -1.53
H -1.631 -3.090 -0.044 0.03 -0.25 -0.83
H -2.154 -1.601 -0.992 0.42 -0.60 0.69
H 1.884 3.048 0.588 2.02 0.55 -0.05
H 0.369 3.255 -0.427 0.67 0.65 0.16
H 0.291 3.256 1.341 0.11 0.78 0.36
H 0.371 -1.201 0.608 0.03 -1.13 -0.84
H 1.665 -1.689 -1.425 -1.87 -0.02 0.57
H 0.446 0.348 2.103 1.03 1.48 -0.94
H 0.213 -2.184 -2.258 0.36 0.33 1.31


Entry 8:
19
Properties=species:S:1:pos:R:3:forces:R:3 method="wB97M-V/def2-TZVPD" charge=-1 homo_ev=-3.53 gap_ev=7.604
C 2.635 0.498 -0.916 -0.60 -1.70 0.70
N 2.543 -1.018 -0.765 -0.44 0.84 -0.50
C 1.337 -1.417 0.061 0.07 0.43 0.62
O 0.222 -0.719 -0.213 0.36 -0.13 -0.71
H 1.852 1.008 -1.531 0.58 -0.62 0.30
H 3.653 0.714 -1.242 -0.13 0.27 -0.10
H 2.481 0.828 0.121 0.21 0.36 -0.32
H 2.408 -1.466 -1.679 0.02 0.51 0.31
H 1.677 -1.270 1.165 -0.27 -0.34 -1.09
H 1.213 -2.514 -0.156 0.31 0.35 0.39
O -2.176 -0.980 1.141 0.97 0.89 0.21
C -1.411 -0.041 0.867 -1.55 -1.21 0.11
C -1.808 0.937 -0.219 0.53 0.28 -1.45
N -1.663 2.309 0.265 0.55 0.83 0.12
H -0.596 0.319 1.515 -0.28 -0.04 0.18
H -1.034 0.704 -1.017 -0.84 0.64 0.76
H -2.815 0.775 -0.693 0.67 -0.41 0.89
H -1.932 3.041 -0.381 0.00 -0.35 0.13
H -1.950 2.557 1.212 -0.16 -0.61 -0.55


Entry 9:
19
Properties=species:S:1:pos:R:3:forces:R:3 method="wB97M-V/def2-TZVPD" charge=-1 homo_ev=-2.55 gap_ev=6.193 smiles=[O-]CNCCNCO
C 0.423 -0.310 -1.011 -0.65 1.31 0.11
N -0.227 0.682 -1.926 0.03 0.22 -0.46
C -1.019 1.710 -1.340 -0.64 -1.14 1.97
O -1.809 1.292 -0.187 -1.36 0.84 -0.44
C 0.790 0.240 0.378 0.24 0.81 0.15
N 0.018 -0.462 1.383 -0.69 -1.02 -0.29
C 0.636 -1.829 1.678 1.58 0.97 0.80
O 1.819 -1.718 2.294 -0.02 -0.07 0.04
H -0.351 -1.037 -0.780 0.48 -0.78 -0.29
H 1.298 -0.647 -1.556 -0.07 -0.63 0.14
H -0.818 0.161 -2.572 0.25 0.14 0.18
H -0.455 2.533 -0.892 0.36 0.08 -0.75
H -1.783 2.036 -2.039 0.33 0.38 -0.35
H -1.625 0.461 0.263 0.97 -0.40 -0.05
H 0.517 1.291 0.473 0.08 0.11 -0.26
H 1.874 0.221 0.532 0.03 -0.42 0.17
H 0.026 -0.006 2.286 0.35 0.31 -0.07
H 0.784 -2.289 0.680 -0.77 -0.40 -0.09
H -0.097 -2.331 2.338 -0.49 -0.31 -0.51


Entry 10:
19
Properties=species:S:1:pos:R:3:forces:R:3 method="wB97M-V/def2-TZVPD" charge=+1 homo_ev=-13.62 gap_ev=10.748
C -0.259 -1.039 -1.896 0.51 1.34 -0.35
C 0.690 -0.568 -0.830 -0.87 -0.53 -0.16
C 1.964 -0.947 -0.572 0.75 0.48 -0.29
N 2.350 -0.360 0.615 -1.26 -0.20 -0.32
C 1.295 0.263 1.125 -0.88 0.68 -0.13
N 0.307 0.257 0.220 1.22 -1.20 0.81
H -1.286 -0.796 -1.655 -0.09 -0.12 0.25
H -0.142 -2.091 -2.101 0.05 -0.25 0.01
H -0.042 -0.464 -2.804 -0.03 -0.32 -0.08
H 2.713 -1.509 -1.103 -0.35 -0.09 -0.33
H 3.305 -0.286 0.883 0.50 -0.17 0.80
H 1.081 0.514 2.151 0.65 0.65 -0.03
H -0.622 0.599 0.455 -0.10 -0.16 -0.28
H -0.936 3.183 2.028 -0.19 0.28 0.03
H -1.564 3.485 0.644 -0.37 0.49 -0.09
O -0.976 2.902 1.112 0.57 -0.92 0.07
H -3.164 -0.619 0.911 -0.57 0.47 0.41
H -2.442 -1.677 0.157 0.47 0.73 0.51
O -2.274 -0.846 0.660 -0.01 -1.16 -0.83